Entry from the Open Molecules 2025 dataset: C34H57InN3O2SSi as an isolated structure (the ωB97M-V functional and the def2-TZVPD basis).

The calculation puts the total energy at -68628.4766 eV. As for the lowest unoccupied orbital energy: -6.06 eV. As for the HOMO-LUMO gap: 5.2138 eV. The largest force on an atom comes out at 0.071 Eh/bohr.

```
! RIJCOSX wB97M-V def2-TZVPD def2/J DEFGRID3
* xyz 1 1
O -3.464 -0.001 -1.245
O -3.850 0.404 -4.088
C -3.603 -1.093 -0.333
C -3.744 -0.815 1.160
H -2.741 -1.751 -0.511
H -4.497 -1.631 -0.682
H -2.825 -0.429 1.624
H -3.957 -1.780 1.638
H -4.582 -0.143 1.373
C -3.214 1.310 -0.684
C -4.453 2.128 -0.945
H -2.320 1.726 -1.179
H -2.985 1.268 0.398
H -4.696 2.094 -2.012
H -4.355 3.169 -0.628
H -5.277 1.668 -0.389
C -3.370 1.159 -5.215
C -5.214 -0.022 -4.226
C -3.077 2.584 -4.810
H -4.113 1.156 -6.038
H -2.449 0.672 -5.576
H -3.986 3.064 -4.424
H -2.732 3.148 -5.683
H -2.292 2.619 -4.045
C -6.205 1.124 -4.270
H -5.394 -0.665 -3.354
H -5.312 -0.635 -5.144
H -6.071 1.812 -3.429
H -7.215 0.706 -4.212
H -6.124 1.677 -5.212
H -2.510 -0.649 -2.702
N 0.825 0.789 1.622
C 2.115 1.068 1.839
C 3.087 1.106 0.841
C 2.870 1.150 -0.534
C 2.568 1.448 3.221
H 2.017 0.917 4.006
H 2.448 2.529 3.375
H 3.633 1.216 3.326
C 3.928 1.734 -1.417
H 3.572 2.596 -1.992
H 4.296 0.978 -2.118
H 4.771 2.066 -0.811
N 1.775 0.663 -1.115
C -0.188 1.187 2.541
C -0.773 0.231 3.400
C -0.315 -1.201 3.388
C -1.794 0.642 4.259
H -2.261 -0.110 4.903
C -2.206 1.970 4.326
H -3.001 2.262 5.023
C -1.598 2.919 3.510
H -1.889 3.971 3.576
C -0.600 2.545 2.610
C 0.084 3.580 1.777
C 1.514 0.822 -2.506
C 1.809 -0.225 -3.403
C 2.392 -1.518 -2.915
C 1.514 -0.051 -4.760
H 1.763 -0.853 -5.457
C 0.936 1.141 -5.208
H 0.709 1.276 -6.270
C 0.613 2.149 -4.301
H 0.168 3.087 -4.633
C 0.886 2.006 -2.942
C 0.517 3.091 -1.982
In 0.483 -0.713 -0.049
H -0.838 -1.806 2.627
H -0.547 -1.666 4.361
H 0.765 -1.310 3.226
H 0.279 3.216 0.762
H 1.044 3.874 2.228
H -0.525 4.491 1.688
H 2.957 -1.994 -3.726
H 1.621 -2.240 -2.600
H 3.078 -1.386 -2.068
H 1.359 3.382 -1.342
H -0.331 2.822 -1.335
H 0.216 3.977 -2.556
H 4.114 1.263 1.160
C -1.602 -1.214 -3.086
Si -2.077 -2.536 -4.382
H -0.941 -0.479 -3.554
H -1.096 -1.643 -2.211
C -3.611 -3.448 -3.817
C -0.592 -3.671 -4.540
C -2.441 -1.927 -6.120
H -2.620 -2.797 -6.771
H -1.589 -1.379 -6.541
H -3.324 -1.278 -6.196
H -3.420 -4.029 -2.906
H -3.972 -4.146 -4.586
H -4.425 -2.744 -3.604
H -0.126 -3.890 -3.569
H 0.167 -3.212 -5.188
H -0.897 -4.622 -4.998
S 1.479 -2.971 0.454
C 2.849 -2.307 1.134
N 3.823 -1.857 1.632
*
```



Entry from the Open Molecules 2025 dataset: C34H57N3O2SiTb as an isolated structure (the ωB97M-V functional and the def2-TZVPD basis).

Its expectation value of S² is 12.695. The calculation puts the total energy at -75054.5179 eV. As for the lowest unoccupied orbital energy (alpha / beta): -2.12 / -2.09 eV. As for the HOMO-LUMO gap (alpha / beta): 8.0367 / 8.0754 eV. The largest force on an atom comes out at 0.063 Eh/bohr.

```
! RIJCOSX wB97M-V def2-TZVPD def2/J DEFGRID3
* xyz 1 7
O 1.884 0.567 -1.892
O 1.750 -1.711 -3.188
C 1.465 1.490 -2.970
C 1.814 2.922 -2.662
H 0.386 1.338 -3.089
H 1.926 1.150 -3.911
H 1.442 3.233 -1.680
H 1.342 3.557 -3.417
H 2.892 3.083 -2.721
C 3.361 0.446 -1.771
C 4.071 0.325 -3.096
H 3.519 -0.435 -1.136
H 3.668 1.338 -1.209
H 3.844 -0.616 -3.601
H 5.154 0.346 -2.945
H 3.841 1.147 -3.778
C 2.202 -2.878 -2.261
C 0.760 -2.032 -4.321
C 3.544 -3.294 -2.769
H 1.410 -3.625 -2.353
H 2.221 -2.443 -1.259
H 3.483 -3.674 -3.793
H 3.936 -4.101 -2.145
H 4.256 -2.462 -2.727
C 1.530 -2.772 -5.373
H 0.400 -1.055 -4.642
H -0.050 -2.605 -3.860
H 2.357 -2.164 -5.761
H 0.870 -2.990 -6.216
H 1.919 -3.727 -5.010
H 1.395 -0.955 -2.617
N -1.366 1.948 1.587
C -2.423 1.678 2.374
C -2.716 0.400 2.878
C -1.871 -0.712 2.919
C -3.394 2.774 2.703
H -3.825 3.214 1.795
H -2.934 3.572 3.297
H -4.216 2.352 3.290
C -2.392 -1.974 3.543
H -1.982 -2.127 4.552
H -2.141 -2.845 2.923
H -3.484 -1.920 3.635
N -0.583 -0.681 2.507
C -1.060 3.305 1.209
C -1.434 3.751 -0.080
C -2.120 2.837 -1.052
C -1.130 5.058 -0.456
H -1.418 5.392 -1.455
C -0.459 5.909 0.423
H -0.222 6.931 0.118
C -0.077 5.452 1.685
H 0.466 6.100 2.373
C -0.407 4.166 2.110
C -0.031 3.713 3.485
C 0.382 -1.476 3.201
C 0.883 -2.613 2.535
C 0.408 -2.964 1.157
C 1.777 -3.444 3.206
H 2.138 -4.347 2.710
C 2.197 -3.126 4.498
H 2.914 -3.768 5.013
C 1.711 -1.983 5.136
H 2.050 -1.727 6.142
C 0.760 -1.163 4.520
C 0.170 0.015 5.231
Tb -0.004 0.399 0.582
H -1.397 2.314 -1.703
H -2.772 3.415 -1.728
H -2.749 2.091 -0.550
H -0.852 3.215 4.011
H 0.260 4.589 4.081
H 0.824 3.031 3.466
H 1.188 -3.509 0.609
H 0.148 -2.072 0.553
H -0.491 -3.602 1.178
H 0.456 0.966 4.769
H 0.533 0.019 6.263
H -0.926 -0.016 5.274
H -3.699 0.278 3.336
C -0.664 -0.767 -1.472
Si -2.428 -1.358 -1.526
H -0.601 0.061 -2.193
H -0.033 -1.557 -1.885
C -3.093 -0.784 -3.191
C -3.659 -0.714 -0.261
C -2.424 -3.214 -1.268
H -1.510 -3.680 -1.657
H -3.293 -3.649 -1.779
H -2.502 -3.442 -0.195
H -3.047 0.313 -3.263
H -4.144 -1.091 -3.283
H -2.522 -1.209 -4.027
H -3.602 0.365 -0.062
H -3.577 -1.251 0.694
H -4.662 -0.915 -0.675
N 2.607 1.531 2.596
C 1.871 1.144 1.761
*
```



Entry from the Open Molecules 2025 dataset: C34H58FeN2O4Si as an isolated structure (the ωB97M-V functional and the def2-TZVPD basis).

Its expectation value of S² is 8.785. The calculation puts the total energy at -89628.5590 eV. As for the lowest unoccupied orbital energy (alpha / beta): -2.95 / -5.50 eV. As for the HOMO-LUMO gap (alpha / beta): 8.6943 / 6.1905 eV. The largest force on an atom comes out at 0.050 Eh/bohr.

```
! RIJCOSX wB97M-V def2-TZVPD def2/J DEFGRID3
* xyz 1 6
O -3.574 2.717 -1.125
O -5.231 0.830 -0.301
C -2.724 3.611 -0.408
C -1.796 4.452 -1.261
H -2.123 3.028 0.306
H -3.414 4.235 0.181
H -0.858 3.912 -1.427
H -1.560 5.362 -0.706
H -2.239 4.726 -2.223
C -2.900 1.881 -2.081
C -3.862 1.559 -3.186
H -2.568 0.961 -1.572
H -2.005 2.385 -2.490
H -4.706 0.976 -2.799
H -3.343 0.976 -3.955
H -4.241 2.484 -3.635
C -5.918 -0.428 -0.452
C -6.125 1.954 -0.084
C -5.265 -1.259 -1.527
H -6.974 -0.238 -0.709
H -5.895 -0.954 0.517
H -5.552 -0.903 -2.521
H -5.607 -2.293 -1.440
H -4.170 -1.250 -1.457
C -6.698 2.438 -1.387
H -5.519 2.733 0.395
H -6.919 1.652 0.620
H -5.887 2.782 -2.040
H -7.374 3.273 -1.189
H -7.260 1.639 -1.881
H -3.556 1.016 0.160
N 1.361 -0.523 -0.552
C 2.298 -1.476 -0.476
C 2.084 -2.686 0.180
C 0.855 -3.170 0.630
C 3.610 -1.263 -1.189
H 3.999 -0.249 -1.027
H 3.509 -1.424 -2.273
H 4.345 -1.984 -0.813
C 0.695 -4.647 0.886
H -0.076 -5.099 0.245
H 0.444 -4.875 1.931
H 1.649 -5.133 0.659
N -0.183 -2.359 0.847
C 1.395 0.447 -1.602
C 1.928 1.737 -1.385
C 2.667 2.098 -0.139
C 1.793 2.699 -2.384
H 2.169 3.706 -2.195
C 1.235 2.372 -3.623
H 1.148 3.130 -4.401
C 0.836 1.056 -3.878
H 0.466 0.765 -4.861
C 0.934 0.082 -2.887
C 0.618 -1.340 -3.223
C -1.459 -2.855 1.259
C -1.751 -2.985 2.633
C -0.687 -2.737 3.654
C -3.050 -3.328 3.008
H -3.292 -3.395 4.071
C -4.027 -3.581 2.040
H -5.042 -3.843 2.343
C -3.700 -3.540 0.684
H -4.438 -3.798 -0.078
C -2.422 -3.169 0.274
C -2.072 -3.084 -1.180
Fe -0.158 -0.424 0.745
H 2.030 2.653 0.561
H 3.517 2.751 -0.386
H 3.061 1.219 0.382
H 0.012 -1.834 -2.450
H 1.535 -1.937 -3.351
H 0.067 -1.388 -4.169
H -1.114 -2.837 4.659
H -0.233 -1.735 3.573
H 0.135 -3.464 3.569
H -1.093 -3.536 -1.393
H -2.040 -2.041 -1.541
H -2.822 -3.612 -1.784
H 2.920 -3.383 0.214
C -2.781 0.517 0.903
Si -3.502 0.821 2.650
H -2.758 -0.552 0.635
H -1.820 1.037 0.745
C -3.821 2.667 2.861
C -2.449 0.284 4.109
C -5.113 -0.127 2.910
H -5.367 -0.090 3.980
H -5.012 -1.184 2.629
H -5.954 0.299 2.349
H -2.891 3.166 3.167
H -4.570 2.816 3.652
H -4.186 3.159 1.951
H -1.370 0.324 3.919
H -2.702 -0.740 4.416
H -2.665 0.951 4.957
O 0.947 0.324 3.247
C 0.766 1.365 2.584
O 0.174 1.414 1.423
H 1.106 2.360 2.948
*
```



Entry from the Open Molecules 2025 dataset: a 2-piece molecular cluster, C34H59I2N3O5S overall (the ωB97M-V functional and the def2-TZVPD basis).

Its expectation value of S² is 0.754. The calculation puts the total energy at -77948.2031 eV. As for the lowest unoccupied orbital energy (alpha / beta): -4.21 / -4.21 eV. As for the HOMO-LUMO gap (alpha / beta): 6.0410 / 7.0221 eV. The largest force on an atom comes out at 0.040 Eh/bohr.

```
! RIJCOSX wB97M-V def2-TZVPD def2/J DEFGRID3
* xyz 1 2
C -2.454 0.569 -4.895
C -1.968 0.842 -3.694
C -2.869 1.123 -2.545
C -3.420 0.048 -1.833
C -3.117 -1.364 -2.254
O -3.692 -1.839 -3.168
O -2.218 -2.045 -1.556
C -1.422 -1.317 -0.604
C -0.381 -2.244 0.028
C -0.582 -2.314 1.551
C -0.219 -0.974 2.229
C 0.443 -1.125 3.607
C 1.961 -0.827 3.629
C 2.370 0.254 4.640
C 3.063 -0.311 5.890
C 4.589 -0.320 5.787
C 5.217 1.085 5.701
C 6.106 1.455 6.904
C 7.342 2.294 6.516
C -4.270 0.279 -0.758
I -5.184 -1.341 0.195
C -4.533 1.592 -0.376
O -5.310 1.890 0.662
C -4.600 2.416 1.837
C -4.295 1.277 2.782
N -3.606 1.715 3.987
C -4.060 2.969 4.585
C -5.557 3.071 4.995
C -5.699 3.964 6.251
O -6.150 1.814 5.232
N -4.008 2.641 -1.078
S -4.440 4.243 -0.562
C -3.187 2.420 -2.153
I -2.381 4.009 -3.238
H -3.493 0.310 -5.036
H -1.782 0.558 -5.738
H -0.903 0.820 -3.501
H -0.903 -0.488 -1.080
H -2.044 -0.938 0.201
H 0.604 -1.814 -0.135
H -0.421 -3.227 -0.430
H -1.650 -2.472 1.705
H -0.026 -3.147 1.965
H 0.396 -0.373 1.560
H -1.148 -0.420 2.376
H -0.069 -0.499 4.334
H 0.278 -2.149 3.937
H 2.484 -1.744 3.885
H 2.257 -0.499 2.637
H 1.525 0.863 4.956
H 3.080 0.927 4.164
H 2.728 -1.332 6.073
H 2.787 0.269 6.770
H 4.978 -0.845 6.655
H 4.865 -0.876 4.892
H 4.437 1.840 5.621
H 5.825 1.138 4.802
H 6.392 0.583 7.484
H 5.517 2.081 7.572
H 7.289 3.300 6.918
H 8.252 1.814 6.862
H 7.420 2.403 5.438
H -5.275 3.152 2.251
H -3.671 2.902 1.534
H -5.215 0.715 2.951
H -3.617 0.608 2.248
H -3.616 0.988 4.685
H -3.472 3.098 5.491
H -3.797 3.818 3.959
H -6.100 3.592 4.212
H -6.355 4.812 6.078
H -4.745 4.327 6.623
H -6.169 3.374 7.030
H -5.497 1.194 5.567
H -4.873 4.720 -1.740
C 2.930 -1.502 -8.280
C 2.880 -1.052 -6.794
C 3.883 -1.855 -5.953
C 3.433 -3.267 -5.577
C 2.021 -3.254 -4.996
C 1.022 -2.571 -5.927
N 1.486 -1.194 -6.270
O 1.280 -0.389 -5.276
C 0.827 -3.433 -7.187
C -0.345 -2.491 -5.267
C 3.304 0.412 -6.772
H 1.933 -1.586 -8.710
H 3.461 -0.776 -8.892
H 3.435 -2.460 -8.410
H 4.086 -1.306 -5.028
H 4.829 -1.903 -6.494
H 3.488 -3.933 -6.441
H 4.124 -3.678 -4.838
H 1.687 -4.274 -4.797
H 2.037 -2.739 -4.030
H 0.146 -2.949 -7.889
H 0.390 -4.391 -6.908
H 1.749 -3.657 -7.715
H -0.304 -1.981 -4.304
H -0.741 -3.489 -5.084
H -1.051 -1.960 -5.908
H 2.591 1.037 -7.311
H 4.273 0.508 -7.259
H 3.405 0.800 -5.760
*
```